No. 1
Below is a structure of composition C22H42BrPdSi, with properties calculated with ωB97M-V/def2-TZVPD.

Structure (XYZ):
```
67
C22H42BrPdSi, DFT ωB97M-V/def2-TZVPD
Pd 2.47740 -0.09237 -0.16388
Br 0.39492 -1.09883 -1.16823
Si -1.86013 -0.68628 -0.69137
C -3.33116 -0.17403 1.68666
C 3.73023 1.82950 0.10025
C 2.54402 0.05078 3.19425
C -2.71429 -2.13372 -1.58463
C -0.90098 0.12771 1.93794
C -3.69565 1.29591 -1.51722
C 4.63497 0.72503 0.14704
C -2.80716 -1.91346 -3.10181
C -1.96141 -0.72422 1.23085
C 3.72422 2.97130 -0.85102
C -1.53418 2.14176 -0.63909
C 4.29697 -0.07345 1.27732
C 2.81173 1.70057 1.19604
C -1.80694 -2.14371 1.79833
C -2.01599 -3.49248 -1.39332
C -1.62657 1.15725 -2.89549
C -2.17886 1.02050 -1.46928
C 5.78639 0.45606 -0.75740
C 5.03568 -1.28599 1.72235
C 1.79140 2.71536 1.55914
C -4.15763 -2.25641 -1.05571
C 3.16436 0.52180 1.92818
H -0.92272 1.17818 1.65757
H -3.40374 -0.27799 2.77030
H -4.66563 -3.01855 -1.64761
H -2.60917 -2.81705 1.51133
H -4.73645 -1.33911 -1.15369
H -4.20315 -2.57559 -0.01870
H -1.90392 -3.79751 -0.35768
H -1.03538 -3.51136 -1.85927
H 1.16751 2.38506 2.38493
H -0.45503 2.00492 -0.54769
H -2.01869 0.42718 -3.59774
H 1.61081 0.56712 3.40088
H -1.82715 -1.80829 -3.56688
H 2.33125 -1.02117 3.17159
H 4.56743 2.93614 -1.53754
H -1.82126 -2.07919 2.88775
H -0.86046 -2.60466 1.51436
H -4.17820 1.22255 -0.54416
H -3.45215 0.88443 1.45670
H 3.21652 0.23037 4.03461
H 5.78054 -0.57318 -1.12037
H 2.80866 2.99981 -1.44864
H 6.07526 -1.03930 1.94880
H -4.22343 0.63698 -2.20427
H -1.95180 2.23873 0.36199
H -4.17642 -0.70722 1.25829
H -3.84589 2.31627 -1.87253
H 1.13698 2.95866 0.71697
H 3.77689 3.91504 -0.30567
H 4.59300 -1.71950 2.61575
H -3.41245 -1.05373 -3.38331
H -1.69775 3.09183 -1.14996
H 5.05576 -2.05819 0.95054
H -0.53808 1.09702 -2.91860
H -1.90382 2.14434 -3.26752
H 6.72906 0.59829 -0.22244
H -1.08994 0.07060 3.01239
H 0.10715 -0.25051 1.77107
H 2.27942 3.64201 1.86330
H -3.27676 -2.79252 -3.54351
H 5.79225 1.11350 -1.62385
H -2.62040 -4.25303 -1.88742
```

Properties
net charge = +1
Kohn-Sham gap (spin up / spin down) = 8.47 / 8.07 eV
<S²> = 2.01
ΔE to the lowest compared entry with this formula, charge and spin = 0.0 kcal/mol
2S+1 = 3

---

No. 2
Below is a cluster of 2 separate species, C4H8NO3 in total, with properties calculated with ωB97M-V/def2-TZVPD.

Structure (XYZ):
```
16
C4H8NO3, DFT ωB97M-V/def2-TZVPD
O 1.09020 1.99326 -0.20066
O -0.89127 -2.84588 -1.31157
O 0.58629 0.64051 1.50321
N 0.64850 -1.99139 0.11143
C -0.30566 -1.86597 -0.86040
C -0.44574 -0.45996 -1.31280
C 0.38719 1.65550 0.77669
C -0.78132 2.56897 1.15564
H 0.68144 -2.90812 0.52785
H 0.51155 0.02039 -1.45506
H -0.90294 0.14608 -0.53798
H -1.43795 2.05843 1.84792
H -0.30275 3.50629 1.41202
H -1.36724 2.84663 0.27230
H 0.87411 -1.16022 0.66054
H -1.00942 -0.30352 -2.22693
```

Properties
net charge = -1
Kohn-Sham gap = 8.52 eV
ΔE to the lowest compared entry with this formula, charge and spin = 7.7 kcal/mol
2S+1 = 1

---

No. 3
Below is a structure of composition C13H21O10Rb2, with properties calculated with ωB97M-V/def2-TZVPD.

Structure (XYZ):
```
46
C13H21O10Rb2, DFT ωB97M-V/def2-TZVPD
Rb 2.72759 -3.59964 2.66566
Rb -2.18736 -2.56849 4.08369
O 2.69645 5.39413 -0.45876
O 0.95806 4.63123 0.76740
O -4.20152 -2.21798 1.94994
O -5.26099 -0.58894 0.83698
O 0.38667 -1.89084 2.55938
O 4.92689 -2.82883 0.21062
O 4.16917 -1.03460 -0.98047
O -5.19365 -2.61688 -0.02132
O 2.91944 -2.82072 -0.77231
O 2.57224 3.27169 0.14214
C 2.94259 2.29323 2.26819
C 0.72949 3.43550 1.55661
C 2.10560 4.50208 0.08476
C 4.13894 -2.27594 -0.48373
C -5.66778 -0.37856 -0.51012
C -4.61277 0.51009 -1.20803
C 3.68432 -0.53175 -3.33902
C -5.63719 -1.82464 -1.08547
C 2.31969 -2.10616 -1.84527
C 3.13092 -0.80154 -1.94434
C -4.84999 -1.85308 1.02435
C -0.34502 -1.10747 1.68163
C 1.91076 2.52385 1.15766
H 1.44288 1.62354 0.75900
H 2.56892 0.02841 -1.51099
H -0.24351 3.02137 1.30494
H -3.68420 -0.04158 -1.31366
H 2.81144 -0.44999 -3.98902
H 1.24795 -2.05270 -1.64709
H 3.38360 3.22706 2.60937
H 3.72414 1.61621 1.93103
H 2.37310 -2.71657 -2.75440
H 4.13998 0.45530 -3.38229
H -1.42143 -1.32364 1.80531
H -6.67045 0.01963 -0.64304
H -6.60200 -2.21522 -1.42368
H -0.24304 -0.01924 1.83798
H -5.02857 -1.81931 -1.99539
H -4.49121 1.38761 -0.57213
H -5.06427 0.86986 -2.13132
H 0.72623 3.73855 2.60247
H 2.41552 1.82375 3.10266
H 4.37797 -1.33859 -3.55732
H -0.12560 -1.35019 0.62741
```

Properties
net charge = +1
Kohn-Sham gap = 7.24 eV
ΔE to the lowest compared entry with this formula, charge and spin = 13.4 kcal/mol
2S+1 = 1

---

No. 4
Below is the ion C3H4ClO4 with charge -1, with properties calculated with ωB97M-V/def2-TZVPD.

Structure (XYZ):
```
12
C3H4ClO4, DFT ωB97M-V/def2-TZVPD
Cl -0.85480 -2.04550 0.29643
O 0.15492 -0.69488 -1.69300
O 0.63438 -0.12367 1.89764
O -1.42982 1.03580 -1.53856
O -1.39094 1.26036 0.63654
C -0.15037 -0.50990 -0.45884
C -1.16943 0.68855 -0.40497
C 1.11973 -0.16939 0.61516
H -0.07565 0.71774 1.97076
H -0.46743 -0.04014 -2.26322
H 1.61701 0.77628 0.27484
H 2.01241 -0.89527 0.66721
```

Properties
net charge = -1
Kohn-Sham gap = 8.68 eV
ΔE to the lowest compared entry with this formula, charge and spin = 38.3 kcal/mol
2S+1 = 1
structure (SMILES) = O=C([O-])[C@](O)(Cl)CO

---

No. 5
Below is the molecule C9H8F2N4, with properties calculated with ωB97M-V/def2-TZVPD.

Structure (XYZ):
```
23
C9H8F2N4, DFT ωB97M-V/def2-TZVPD
F -1.22159 -2.57389 -0.29589
F -0.56587 2.17967 0.89160
N -2.50161 0.02969 -0.05137
N -4.41161 0.95843 -0.44995
N -4.57725 -0.18843 0.20471
N -3.48141 -0.75206 0.45222
C 0.91634 1.42369 -0.93991
C 3.20395 -0.96067 0.66388
C 0.00188 1.18772 0.19140
C -3.12806 1.10347 -0.61166
C -0.52694 -1.43934 -0.07754
C -1.17180 -0.27190 -0.01480
C 0.88486 -1.62912 0.09772
C 1.42074 0.77176 0.34852
C 1.77638 -0.65834 0.35374
H -2.62572 1.91018 -1.09967
H 3.44945 -1.99645 0.45570
H 3.39296 -0.76039 1.71948
H 0.81764 0.79914 -1.81386
H 2.05568 1.39566 0.96564
H 1.22843 2.43878 -1.14229
H 3.85986 -0.30814 0.08849
H 1.20370 -2.65946 0.06384
```

Properties
Kohn-Sham gap = 8.96 eV
ΔE to the lowest compared entry with this formula, charge and spin = 10.7 kcal/mol
2S+1 = 1
structure (SMILES) = CC1=CC(F)=C(n2cnnn2)[C@]2(F)C[C@H]12

---

No. 6
Below is the ion C4H8NO2S with charge +1, with properties calculated with ωB97M-V/def2-TZVPD.

Structure (XYZ):
```
16
C4H8NO2S, DFT ωB97M-V/def2-TZVPD
S -1.51018 1.37879 2.91660
O -0.81984 1.25193 0.18125
O -2.06769 2.72785 2.64187
N 0.93173 -1.30025 -0.55631
C 0.34355 -0.17896 -1.37997
C -0.78464 0.96557 1.47091
C 0.17130 -1.75195 0.65338
C 0.28808 1.17795 -0.71335
H 1.71144 -0.72360 -0.16397
H -0.92133 -1.47020 0.67028
H -0.65725 -0.47672 -1.58110
H 0.28980 -2.79032 0.89152
H 1.02162 -0.01262 -2.24618
H 0.95734 -2.11389 -1.21648
H -0.03671 1.90915 -1.48307
H 1.08279 1.40726 -0.08538
```

Properties
net charge = +1
Kohn-Sham gap (spin up / spin down) = 6.55 / 7.62 eV
ΔE to the lowest compared entry with this formula, charge and spin = 133.1 kcal/mol
2S+1 = 1

---

No. 7
Below is the molecule C2H7N3, with properties calculated with ωB97M-V/def2-TZVPD.

Structure (XYZ):
```
12
C2H7N3, DFT ωB97M-V/def2-TZVPD
N -0.86253 -1.70309 -0.30472
N 1.01125 1.43907 -0.32415
N -0.05592 0.18206 1.41945
C 0.22616 0.47808 0.18099
C -0.42491 -0.44433 -0.85431
H 0.32505 -0.71654 -1.67597
H 0.90675 1.75640 -1.26708
H -1.27002 0.11059 -1.32594
H 1.64157 2.19980 0.26429
H -1.57789 -1.63661 0.42331
H 0.00897 -2.15418 0.12038
H 0.50854 0.81176 1.96685
```

Properties
Kohn-Sham gap = 9.71 eV
ΔE to the lowest compared entry with this formula, charge and spin = 19.8 kcal/mol
2S+1 = 1
structure (SMILES) = [H]/N=C(\N)CN

---

No. 8
Below is a structure of composition C14H13CdClN4S, with properties calculated with ωB97M-V/def2-TZVPD.

Structure (XYZ):
```
34
C14H13CdClN4S, DFT ωB97M-V/def2-TZVPD
Cd -0.50611 -0.68329 -0.22409
Cl 2.44895 0.86397 0.96273
S -2.23791 -2.45991 -1.25957
N -2.22686 -1.06276 1.28718
N -1.28449 1.40964 0.77061
N -2.68654 -2.32324 1.43684
N -2.88452 -4.35918 0.46665
C 3.04094 -1.19880 -2.40997
C 3.04670 0.30633 -0.58679
C 2.50404 -0.84681 -1.16472
C 4.04117 1.06009 -1.18583
C -1.38553 3.77555 1.06434
C -2.90634 2.36038 2.23961
C -2.79700 -0.09647 1.88873
C -2.30259 1.26333 1.63391
C 1.42173 -1.65945 -0.56165
C -2.60149 -3.03667 0.32995
C 4.54033 0.67794 -2.42030
C -2.44499 3.63115 1.94687
C -0.83562 2.63343 0.50755
C 4.03130 -0.45881 -3.02990
H -2.90309 4.49795 2.40378
H 5.31791 1.26094 -2.89477
H 1.67782 -1.95985 0.45815
H 1.22697 -2.54601 -1.15974
H -3.66921 -0.24973 2.51925
H -3.72703 2.20476 2.92611
H -0.98504 4.74669 0.81350
H 4.41247 -0.77429 -3.99255
H -3.11830 -4.87328 -0.36282
H 2.65575 -2.08750 -2.89476
H 4.41827 1.93921 -0.68150
H 0.00963 2.69568 -0.16702
H -3.29132 -4.65099 1.34022
```

Properties
Kohn-Sham gap = 7.06 eV
ΔE to the lowest compared entry with this formula, charge and spin = 0.0 kcal/mol
2S+1 = 1